No. 1
Computed, not measured: a molecular structure, C58H35InN2O11 at a distorted geometry, with ωB97M-V/def2-TZVPD.

## Properties
Orbital gap (eV): 0.68
Net charge: -2
LUMO level (eV): 0.699

Last column: Mulliken charge in e.
Cartesian coordinates (Å):
C: 0.16352 3.78654 -1.79335  0.870
H: 0.68994 1.90154 -4.03166  0.647
H: -6.23099 -7.44212 -0.36508  0.109
C: -6.89577 -0.70071 -5.26755  -0.613
H: -4.53428 -4.13148 -0.55434  0.674
H: -5.14204 -0.47467 1.61628  0.416
C: -4.81137 -2.37181 0.66297  -0.552
H: 7.53716 9.73784 6.56141  0.385
C: -2.37655 1.07637 -1.10752  -0.923
H: 3.57556 5.26493 0.96302  0.453
C: 5.54181 4.92130 5.36297  0.424
C: -4.86196 -3.09658 -0.51654  -0.871
C: 1.02365 -1.41828 -3.56462  0.266
C: -6.51880 -2.74556 -6.47635  -0.472
C: 0.92264 3.76742 -0.50803  0.232
C: 6.26526 3.05297 8.57579  -0.633
C: -1.02000 2.89321 -1.92083  0.307
C: -6.97685 -1.43151 -6.43866  -0.488
C: 6.21530 4.07400 7.63588  0.357
O: -2.21218 -9.51647 1.10129  -0.588
H: -2.58993 0.34422 -0.34010  0.627
C: 6.57686 8.52292 5.07495  -0.532
H: 1.95534 -7.20270 -1.57010  0.407
H: -0.92249 -5.05147 -3.89504  0.469
C: -0.59041 1.95376 0.37416  0.661
H: 2.73418 1.91317 -2.61966  0.460
H: 2.30331 5.24980 -1.17514  0.453
H: 4.60224 0.65560 6.85974  0.424
C: 6.71576 6.48213 6.95100  0.325
O: 0.52367 4.49434 -2.71411  -0.727
C: 6.82133 5.39494 7.97207  0.546
O: 7.37658 5.58623 9.03227  -0.677
O: -2.78211 -5.59736 -0.42702  -0.884
H: 6.52661 9.31882 4.34395  0.404
C: 0.51755 -0.21786 -4.04166  -0.715
C: 1.25316 2.92743 1.72516  -0.712
C: -1.77214 2.92919 -3.08829  -0.473
H: -7.39423 -0.97827 -7.32880  0.388
C: 0.26084 -2.67755 -3.84099  0.470
O: -0.74064 -2.64999 -4.52333  -0.716
H: 4.53176 2.47093 5.17415  0.517
C: 2.01911 4.60739 -0.35320  -0.709
C: -5.92154 -2.60483 -4.16033  0.097
C: 5.05793 1.61265 7.07428  -0.616
O: -1.97874 -10.22262 -1.03019  -0.671
C: 5.01360 2.62279 6.12963  -0.536
H: 5.72569 1.03314 9.02873  0.398
H: -3.41111 2.07391 -4.16856  0.458
C: -5.98973 -3.33204 -5.34087  -0.669
C: 2.27926 0.97487 -2.91291  -0.510
H: -4.44835 -2.85358 1.56077  0.484
C: -5.74449 -1.13768 -1.64184  0.567
H: 3.30187 -5.13222 -1.33305  0.421
C: -5.20596 -1.03530 0.69237  -0.589
C: 2.74108 -2.70610 -2.25157  0.494
C: 5.59351 3.85446 6.40441  0.194
O: -6.59623 0.69485 -2.86829  -0.719
C: 2.81811 -0.22629 -2.48195  -0.801
C: -6.36488 -1.28551 -4.12277  0.328
H: 3.70270 -0.25341 -1.86089  0.458
C: -5.35427 -3.26368 -2.94124  0.428
H: -1.50058 3.63317 -3.86305  0.448
H: 2.88888 3.78460 2.81095  0.494
C: 1.13539 0.97131 -3.70350  -0.501
H: -0.39080 -0.23154 -4.62813  0.537
H: 5.61607 7.07281 3.80690  0.558
O: -4.90888 -4.37962 -2.98366  -0.524
N: -0.44385 -5.09618 -0.16339  -0.684
O: 5.03817 4.71843 4.28053  -0.646
H: -6.57528 -3.31233 -7.39664  0.403
C: -1.34891 1.98857 -0.90863  -0.259
H: -5.59159 -8.40532 0.80225  0.144
N: -5.43153 -7.58474 0.23574  -0.678
C: 0.00738 -5.08872 -3.34617  -0.820
C: 6.12802 6.25185 5.70666  0.196
C: -1.58771 -5.33832 -0.27336  0.712
C: 2.18300 -1.42473 -2.79089  0.372
C: -2.34932 -9.44614 -0.12478  0.424
C: 7.22132 7.73948 7.25508  -0.591
C: -5.33074 -2.47410 -1.66901  0.193
C: 2.33426 3.77610 1.88133  -0.372
H: 0.94449 2.25914 2.51697  0.493
C: -2.82835 2.05276 -3.25696  -0.617
H: 7.66599 7.90120 8.22690  0.471
H: 6.75636 3.23706 9.52088  0.471
C: 1.94767 -3.94580 -2.47423  0.294
O: 3.78173 -2.70937 -1.62645  -0.704
C: -5.66649 -0.41468 -0.45660  -0.718
H: -7.23985 0.32319 -5.21950  0.481
In: -3.57312 -7.69371 -0.79709  0.515
C: -3.10806 1.10296 -2.28279  0.014
H: -5.62512 -4.35055 -5.34308  0.585
C: 0.75795 -3.92900 -3.21112  0.640
C: 2.72160 4.61187 0.83907  -0.607
C: 5.68815 1.82683 8.29478  -0.453
H: -3.89216 0.37962 -2.42602  0.380
C: -6.26320 -0.47688 -2.87161  0.852
O: -0.86992 1.17937 1.25989  -0.659
C: 2.38348 -5.13331 -1.90259  -0.664
C: 0.43655 -6.26227 -2.75198  -0.664
C: 0.54620 2.91652 0.53084  0.127
H: -0.16485 -7.15710 -2.83176  0.532
C: 7.14793 8.75740 6.32093  -0.460
C: 1.62773 -6.28493 -2.03855  -0.445
H: -5.95945 0.62645 -0.44565  0.427
C: 6.06764 7.27371 4.76823  -0.530
H: -3.87504 -7.68109 -2.57160  -0.392

---

No. 2
Computed, not measured: a molecular structure, C58H42BrIrN4O4 at a distorted geometry, with ωB97M-V/def2-TZVPD.

## Properties
Orbital gap (alpha / beta) (eV): 4.79 / 5.04
2S+1: 5
LUMO level (alpha / beta) (eV): -0.168 / -2.311

Last column: Löwdin spin population.
Cartesian coordinates (Å):
C: 0.73930 -5.81230 4.07810  -0.005
C: 1.41540 -2.81620 0.28580  0.074
C: 0.24060 4.86120 -2.99230  0.021
C: -1.33710 3.04810 6.03160  0.002
C: -2.06170 4.21100 -3.09960  0.020
C: 2.49230 1.23880 -3.48190  0.073
H: -3.39030 5.65880 -3.95550  0.000
H: -0.59160 -4.45270 3.12960  0.000
H: 0.78770 3.28160 2.84990  0.000
N: 1.69810 -1.49220 -0.22950  0.254
C: -0.51570 -4.41100 -0.02960  0.064
C: 0.11400 -3.16030 -0.53590  0.120
C: -0.29580 -0.53320 4.04610  -0.010
C: 1.11930 5.47250 7.18870  0.000
C: 0.51090 4.00820 4.83550  0.001
H: -2.25440 3.86550 2.05480  -0.002
O: 0.00680 4.60870 7.14810  0.003
C: 2.06070 -6.24000 4.24860  0.024
C: -1.03120 2.57270 -0.72240  0.019
C: 0.18770 3.22110 3.74840  0.012
C: 0.35660 -1.88680 2.37110  0.022
H: 6.90260 -2.23530 -4.16760  0.000
H: 0.47730 -3.33190 -1.56500  0.035
H: -1.38470 9.36220 -5.19640  0.000
H: -2.23270 -5.37430 0.70360  -0.001
C: -2.68110 -3.35590 0.07280  0.093
H: 4.57490 -2.44590 -3.36880  0.001
O: 2.21030 -7.25230 5.14700  0.012
C: -1.37460 6.35490 -3.95730  0.014
H: 4.10070 -5.87750 3.62760  -0.001
C: 9.13770 0.96020 -3.92420  0.000
H: 4.39340 -3.10610 -1.20770  0.000
H: -2.48260 1.57530 4.98770  0.001
H: 1.35710 4.67380 4.75910  0.000
Ir: 0.27960 -0.13720 -0.12910  0.169
C: -0.82640 8.49470 -4.84710  0.000
H: -2.83560 3.48290 -2.90720  0.001
H: -5.98710 -2.58490 0.20480  0.008
C: 4.54520 -0.51120 -2.44340  0.025
H: 0.14000 -5.26130 0.08610  0.003
H: -1.93300 3.01510 6.93050  0.000
C: 3.44210 -2.83580 -0.79820  0.004
H: 10.12820 0.72280 -4.31030  0.000
H: 4.30290 -7.20730 5.19840  0.000
C: 0.19380 -1.77510 3.79520  0.055
C: -0.06310 6.07040 -3.59200  0.000
H: 2.04950 4.94990 6.94110  0.000
H: 0.99340 6.32700 6.51510  0.000
H: -4.39720 -4.38100 0.80350  -0.003
C: 2.74610 -4.52140 2.71110  0.034
C: -1.80270 -4.46250 0.31420  0.001
C: 5.26880 0.66760 -2.26710  0.023
C: 3.19050 -0.56020 -1.88330  0.247
H: 1.25330 4.67080 -2.66680  0.001
H: 4.81580 1.48520 -1.72260  0.000
C: -0.86580 2.31070 3.79370  0.018
H: -0.03410 -6.32780 4.62650  -0.001
H: 9.23760 1.39420 -2.92450  0.000
C: -2.14250 -2.13160 -0.47120  0.041
H: 0.50030 -2.51170 4.51060  0.003
C: 2.81900 -1.53910 -0.95720  0.055
H: 0.72510 6.79230 -3.73770  0.000
O: -1.78730 7.51670 -4.53670  0.007
H: 8.65910 1.68220 -4.59460  0.000
Br: -2.59430 0.14580 -2.14490  0.029
C: -0.74490 3.91130 -2.74070  0.027
C: 7.15690 -0.25860 -3.41840  0.015
C: -0.24180 3.91500 6.00190  0.006
C: 6.55680 0.80150 -2.74630  -0.001
C: 0.60580 1.84820 -2.43380  0.073
H: 3.55480 -3.99490 2.22720  0.001
C: -3.12730 -1.21670 -0.93080  0.104
C: 3.06310 -5.58970 3.53570  -0.002
H: 7.08010 1.72770 -2.57360  0.000
C: -1.81540 3.31070 1.24690  -0.002
H: 2.69350 -4.67220 0.07970  0.000
C: -4.93540 -2.48300 -0.00940  0.117
H: -2.04480 4.55160 -0.54000  0.005
H: -5.16420 -0.66070 -1.13320  -0.003
C: 2.29940 0.45270 -2.31940  0.099
H: -0.23830 8.78470 -3.97150  0.000
H: 3.32340 1.14940 -4.15490  0.001
N: -0.10860 -0.74010 1.78270  0.177
N: 1.11650 0.79510 -1.72540  0.054
C: -1.72160 3.64430 -0.06970  0.073
C: -2.37210 5.41060 -3.69830  -0.001
H: -0.51960 -0.08580 4.99410  -0.002
C: 2.59620 -3.62510 -0.12620  -0.003
C: 6.43070 -1.43340 -3.62180  0.001
C: -4.47350 -1.37840 -0.71820  -0.017
O: 8.42680 -0.25300 -3.91020  0.008
C: 1.07070 -2.90140 1.74780  0.355
C: -4.03750 -3.47350 0.33980  -0.016
C: 0.43520 -4.75870 3.25060  0.029
H: 3.55680 -8.75970 4.73320  0.000
H: 3.45960 -8.18350 6.41800  0.000
C: -0.50140 0.10430 2.78810  0.079
H: 1.21870 2.80980 -4.33860  0.005
C: -0.44220 2.68430 -1.99120  0.268
H: -0.14940 8.15940 -5.64100  0.000
C: 1.43530 -4.07490 2.54310  0.034
H: 1.17330 5.82940 8.21530  0.000
C: 3.45550 -7.87270 5.37050  0.001
C: 1.42230 2.09270 -3.56930  0.107
C: -1.20970 2.03130 1.39030  0.100
C: -0.76340 -1.93540 -0.54480  0.451
C: 5.14120 -1.55270 -3.15170  0.020
C: -1.64090 2.25070 4.94690  0.010
N: -0.79080 1.56820 0.17360  0.084
C: -0.96290 1.41430 2.62510  0.177